A molecular structure, C9H17Cl2NO2Ru at a distorted geometry, computed with ωB97M-V/def2-TZVPD.

Geometry (Å):
1 Ru 0.48 0.00 0.11
2 Cl 0.13 -2.25 -0.16
3 Cl 1.66 1.86 0.88
4 C 2.49 -0.22 -1.11
5 H 3.08 0.37 -0.40
6 H 2.90 -1.17 -1.45
7 C -1.19 0.65 -0.40
8 C 1.38 0.34 -1.79
9 H -2.05 0.67 0.30
10 C 0.90 -0.47 -3.01
11 H 1.14 1.41 -1.79
12 C -0.36 0.12 -3.68
13 H 1.73 -0.45 -3.75
14 H 0.76 -1.53 -2.72
15 C -1.62 -0.01 -2.80
16 H -0.19 1.17 -3.96
17 H -0.50 -0.43 -4.61
18 C -1.67 1.11 -1.76
19 H -2.51 0.06 -3.44
20 H -1.66 -1.00 -2.33
21 H -1.04 1.98 -2.05
22 H -2.70 1.49 -1.62
23 N -0.38 0.34 4.91
24 C -0.20 -1.01 4.35
25 C 0.37 -0.76 2.96
26 O 1.50 -1.18 2.64
27 O -0.46 -0.09 2.27
28 H 0.52 0.84 4.93
29 H -0.73 0.28 5.87
30 H -1.02 0.96 4.38
31 H 0.43 -1.64 4.97
32 H -1.18 -1.46 4.25

## Properties
E_HOMO (alpha / beta)	-1.0 / -3.1	eV
spin multiplicity	6
LUMO energy (alpha / beta)	1.5 / 1.4	eV
strongest force on any atom	6.0	eV/A
E_tot	-1573.4813	Ha
net charge	-1
HOMO-LUMO gap (alpha / beta)	2.5253 / 4.5619	eV
relative energy (zero: lowest compared OMol25 entry of this formula, charge and spin)	3.38	kJ/mol



A molecular structure, C9H17ClI2N2OPSeTc at a distorted geometry, computed with ωB97M-V/def2-TZVPD.

Geometry (Å):
1 I 2.05 0.65 -2.07
2 I -3.58 -1.38 -2.54
3 Tc -0.19 0.72 0.48
4 P -1.59 1.81 -1.04
5 C -1.57 1.36 -2.80
6 C -3.28 2.38 -0.84
7 H -0.46 3.75 -0.16
8 H -1.12 4.01 -1.79
9 H 0.38 3.09 -1.57
10 C -0.59 3.32 -1.15
11 H -3.44 2.65 0.20
12 H -3.42 3.25 -1.47
13 H -1.94 2.25 -3.31
14 H -2.27 0.52 -2.95
15 H -3.96 1.59 -1.12
16 H -0.56 1.08 -3.10
17 C -0.31 -0.89 -0.73
18 O -0.21 -1.83 -1.40
19 Cl -1.14 2.28 2.04
20 C 0.79 -3.75 0.17
21 N 1.58 -2.72 0.83
22 C 2.96 -2.79 1.13
23 C 3.23 -1.73 1.94
24 N 2.04 -1.01 2.12
25 C 1.81 0.12 3.00
26 C 1.02 -1.66 1.49
27 Se -0.90 -1.28 1.71
28 H 0.87 -3.72 -0.92
29 H -0.26 -3.57 0.45
30 H 1.11 -4.72 0.55
31 H 3.59 -3.59 0.78
32 H 4.17 -1.41 2.41
33 H 2.29 -0.06 3.96
34 H 2.17 1.05 2.55
35 H 0.73 0.21 3.15

## Properties
E_HOMO (alpha / beta)	-18.4 / -18.1	eV
spin multiplicity	4
LUMO energy (alpha / beta)	-13.8 / -14.0	eV
strongest force on any atom	3.5	eV/A
E_tot	-4415.8660	Ha
net charge	+3
HOMO-LUMO gap (alpha / beta)	4.6635 / 4.0618	eV
relative energy (zero: lowest compared OMol25 entry of this formula, charge and spin)	266.32	kJ/mol



2 unconnected molecules or ions with the total composition C9H17ClSi at a distorted geometry, computed with ωB97M-V/def2-TZVPD.

Geometry (Å):
1 C -0.30 0.22 2.73
2 C -0.99 0.04 1.68
3 C -1.67 -0.16 0.62
4 Cl -2.72 -1.53 0.58
5 Si -2.21 1.07 -0.70
6 C -1.11 2.45 -1.13
7 C -2.46 -0.01 -2.25
8 H -0.56 1.01 3.43
9 H 0.62 -0.19 2.88
10 H -3.41 1.54 -0.13
11 H -1.59 3.43 -0.90
12 H -0.08 2.29 -0.80
13 H -1.12 2.61 -2.15
14 H -3.02 -0.94 -2.08
15 H -2.80 0.59 -3.08
16 H -1.47 -0.19 -2.64
17 C 1.03 -0.76 -0.68
18 C 1.95 -1.03 0.20
19 C 2.10 -2.35 0.84
20 C 3.03 0.10 0.51
21 H 0.16 -1.48 -0.81
22 H 0.93 0.24 -1.05
23 H 1.17 -2.37 1.42
24 H 2.19 -3.18 0.15
25 H 2.71 -2.45 1.71
26 H 3.45 0.43 -0.48
27 H 2.37 0.83 0.95
28 H 3.81 -0.22 1.18

## Properties
E_HOMO	-8.9	eV
LUMO energy	0.8	eV
strongest force on any atom	3.9	eV/A
E_tot	-1102.6803	Ha
SMILES	C=C=C(Cl)[SiH](C)C.C=C(C)C
HOMO-LUMO gap	9.6683	eV
relative energy (zero: lowest compared OMol25 entry of this formula, charge and spin)	0.00	kJ/mol



2 unconnected molecules or ions with the total composition C9H17F5NO9PS at a distorted geometry, computed with ωB97M-V/def2-TZVPD.

Geometry (Å):
1 C -2.57 0.87 3.92
2 C -2.50 -0.66 3.70
3 C -2.27 -1.05 2.24
4 O -0.88 -0.98 1.88
5 O -0.68 0.17 1.05
6 C 0.08 1.07 1.73
7 O -0.22 2.23 1.64
8 N 1.24 0.73 2.51
9 S 2.65 1.17 1.73
10 O 2.72 0.66 0.39
11 O 2.74 2.59 1.72
12 C 4.11 0.60 2.73
13 F 3.99 0.90 4.02
14 F 5.13 1.30 2.26
15 C 4.47 -0.91 2.54
16 F 5.21 -1.06 1.46
17 F 3.38 -1.67 2.43
18 F 5.20 -1.30 3.58
19 H -3.27 1.05 4.74
20 H -1.61 1.27 4.27
21 H -2.85 1.42 3.03
22 H -3.40 -1.17 4.05
23 H -1.62 -1.01 4.25
24 H -2.57 -2.09 2.09
25 H -2.83 -0.42 1.55
26 H 1.23 -0.25 2.81
27 C -1.03 -2.51 -4.76
28 O -0.32 -1.45 -4.14
29 P -1.07 -0.21 -3.35
30 O -2.44 -0.75 -3.08
31 O -0.99 0.81 -4.62
32 C -1.45 0.44 -5.90
33 O -1.08 1.10 -2.31
34 C 0.20 1.51 -1.75
35 H -0.64 -3.46 -4.39
36 H -2.10 -2.47 -4.61
37 H -0.81 -2.47 -5.83
38 H -2.40 -0.09 -5.86
39 H -0.68 -0.13 -6.42
40 H -1.60 1.37 -6.46
41 H 0.89 1.78 -2.55
42 H 0.62 0.70 -1.16
43 H 0.03 2.37 -1.11

## Properties
E_HOMO	-10.0	eV
LUMO energy	-0.5	eV
strongest force on any atom	6.6	eV/A
E_tot	-2323.7754	Ha
SMILES	CCCOOC(=O)NS(=O)(=O)C(F)(F)C(F)(F)F.COP(=O)(OC)OC
HOMO-LUMO gap	9.4696	eV